Record 1
Computed, not measured: a 4-piece molecular cluster, C25H39F9IN4O8PS overall in a non-equilibrium geometry, with ωB97M-V/def2-TZVPD.

Each line ends with the Mulliken charge.
CARTESIAN COORDINATES (ANGSTROEM)
N 0.96000 -2.59834 1.77170  -0.666
P -0.85091 -2.58324 1.86334  0.698
C -0.89453 -3.88115 0.57948  -1.122
C -2.15976 -4.70712 0.33068  -0.639
C -3.10654 -4.02062 -0.65132  -0.935
I -4.23004 -5.38885 -1.82754  -0.015
C -0.90710 -0.81570 1.43341  -1.057
C -1.02417 0.07952 2.66656  -0.027
C -1.41470 1.51041 2.29062  -1.094
C -1.08708 2.57544 3.35311  -0.558
C 0.20160 3.35878 3.11000  -0.698
C 1.51673 2.58120 3.29323  -0.992
C 1.94989 1.77056 2.06623  0.181
S 3.71993 1.98410 1.70849  -0.236
C 3.73646 0.84612 0.40047  0.542
N 3.62679 1.05981 -0.87754  -0.476
N 3.61883 -0.19117 -1.49357  -0.092
C 3.72043 -1.05163 -0.52360  -0.041
O 3.80706 -0.48581 0.69117  -0.245
N -2.75138 -2.54225 2.00622  -0.503
C -3.21348 -2.73853 3.10246  0.557
O -3.67202 -2.92445 4.15369  -0.518
H 1.37295 -1.96063 2.44465  0.148
H 1.35834 -3.51240 1.95110  0.232
H -0.79916 -2.93279 3.21863  -0.060
H -0.59786 -3.38008 -0.34174  0.466
H -0.07733 -4.55590 0.82541  0.547
H -1.83852 -5.65203 -0.10910  0.595
H -2.67637 -4.95623 1.25272  0.247
H -2.52532 -3.46081 -1.37910  0.317
H -3.78826 -3.33655 -0.16193  0.446
H -0.00351 -0.57853 0.87734  0.445
H -1.76085 -0.66301 0.77418  0.563
H -0.07131 0.07571 3.20092  0.098
H -1.76415 -0.31137 3.36647  0.436
H -0.93940 1.78569 1.34723  0.420
H -2.48600 1.50361 2.08862  0.532
H -1.08963 2.11434 4.34346  0.342
H -1.90583 3.29674 3.35534  0.161
H 0.15902 3.79198 2.10851  0.393
H 0.21971 4.20488 3.79934  0.263
H 2.30765 3.26897 3.58518  0.579
H 1.36820 1.87692 4.11329  0.351
H 1.40929 2.08224 1.17489  0.377
H 1.77584 0.70847 2.20305  -0.422
H 3.74479 -2.12511 -0.59481  0.448
C 5.43066 -0.55182 -5.14484  -1.237
C 3.99678 -0.58804 -5.61826  -0.205
O 3.78621 -1.69854 -6.52339  -0.275
C 3.55796 -2.87552 -5.97217  0.375
O 3.41554 -3.13373 -4.81444  -0.544
C 3.44211 -3.93867 -7.08731  0.858
F 4.45838 -3.83051 -7.94948  -0.250
F 2.29829 -3.76777 -7.76996  -0.216
F 3.44558 -5.15689 -6.56561  -0.241
H 6.10824 -0.51513 -5.99838  0.350
H 5.59025 0.32939 -4.52616  0.383
H 5.67184 -1.43142 -4.55009  0.306
H 3.75733 0.29260 -6.20918  0.339
H 3.29137 -0.65693 -4.79146  0.347
C -0.79215 -2.45591 -7.91106  -1.130
C -0.30165 -1.78852 -6.64681  -0.046
O -1.32824 -0.95790 -6.05876  -0.344
C -2.26333 -1.58794 -5.36715  0.324
O -2.35964 -2.76102 -5.16487  -0.502
C -3.24556 -0.55527 -4.77215  0.905
F -3.62158 0.33847 -5.69031  -0.255
F -2.64666 0.09708 -3.76504  -0.260
F -4.32309 -1.16756 -4.30003  -0.232
H -1.15994 -1.71458 -8.62092  0.324
H 0.01511 -3.01631 -8.37658  0.326
H -1.60426 -3.14647 -7.68898  0.321
H 0.51917 -1.10384 -6.84942  0.278
H 0.03321 -2.52018 -5.91139  0.298
C -1.93161 5.10913 8.95042  -1.152
C -1.12942 4.89564 7.68657  -0.233
O -1.90483 5.20895 6.50846  -0.261
C -2.00900 6.49289 6.21093  0.328
O -1.53070 7.41951 6.79367  -0.516
C -2.84911 6.66343 4.92898  0.902
F -3.95789 5.91736 4.97996  -0.251
F -2.13243 6.28303 3.86281  -0.235
F -3.19299 7.93540 4.77731  -0.246
H -2.85326 4.52801 8.91849  0.310
H -1.34851 4.79106 9.81371  0.376
H -2.19104 6.15874 9.07885  0.325
H -0.86258 3.84858 7.56356  0.314
H -0.21689 5.49001 7.67957  0.350

Summary:
- LUMO energy: 0.350 eV
- SMILES string: N[PH](CCCI)(CCCCCCCSc1nnco1)N=C=O.CCOC(=O)C(F)(F)F.CCOC(=O)C(F)(F)F.CCOC(=O)C(F)(F)F
- HOMO: -9.17 eV
- Energy: -101580.54039 eV

---

Record 2
Computed, not measured: C25H40BBaO4 as an isolated structure in a non-equilibrium geometry, with ωB97M-V/def2-TZVPD.

Each line ends with the Mulliken charge.
CARTESIAN COORDINATES (ANGSTROEM)
O -1.76569 0.78167 -0.21499  -0.074
C -3.01854 0.44672 0.53921  -0.661
C -3.88471 1.28607 -0.40245  -0.532
H -2.94472 0.81890 1.57253  0.267
H -3.21999 -0.63884 0.49651  0.284
C -2.57717 1.59327 -1.15066  1.785
H -4.35612 2.14789 0.08540  -0.022
H -4.59677 0.70644 -1.00273  0.361
C -2.24390 3.06219 -1.11461  -1.660
H -2.15489 3.43636 -0.08469  0.316
H -3.07610 3.59823 -1.59618  0.439
H -1.33575 3.28865 -1.68248  0.276
C -2.54539 1.04638 -2.55880  -1.576
H -2.90824 0.01284 -2.59427  0.292
H -1.53687 1.08802 -2.99400  0.140
H -3.20556 1.66364 -3.18540  0.446
Ba 0.48630 -0.44873 0.21598  0.854
C 0.94290 -2.41744 -2.03213  -0.525
C 0.69245 -3.22925 -0.89175  -0.320
C -0.70692 -3.20107 -0.63001  -0.983
H 1.44094 -3.81395 -0.35308  0.279
C -1.31692 -2.35027 -1.60082  -0.150
C -0.30085 -1.90012 -2.49449  -0.289
H -0.45613 -1.32342 -3.40819  0.349
H 1.91625 -2.24763 -2.49895  0.255
H -1.23076 -3.78840 0.12983  0.326
H -2.38496 -2.12782 -1.69075  0.395
C 2.83705 0.51237 -1.25469  -0.299
C 1.90638 0.80240 -2.28830  -0.900
C 1.13388 1.92180 -1.88520  -0.169
H 1.83458 0.28553 -3.24806  0.357
C 1.60754 2.34591 -0.60605  -0.832
C 2.68180 1.48808 -0.23302  -0.448
H 3.31876 1.58778 0.65360  0.266
H 3.55652 -0.30038 -1.27637  0.297
H 0.38203 2.41596 -2.49870  0.645
H 1.25328 3.22272 -0.05648  0.329
O -5.95548 2.61615 1.81456  -0.332
C -6.81237 3.24300 0.83769  -0.387
C -8.07529 3.78475 1.53080  -0.561
H -7.07775 2.49564 0.06541  0.275
H -6.23677 4.03752 0.32913  0.288
C -8.10221 3.04045 2.87567  -0.480
H -8.97107 3.62243 0.92941  0.315
H -7.94959 4.85852 1.70251  0.260
C -6.62134 2.68610 3.10049  -0.531
H -8.69401 2.12291 2.77638  0.271
H -8.51897 3.63900 3.68834  0.314
H -6.47810 1.73208 3.62953  0.282
H -6.14674 3.47979 3.70917  0.264
C 6.12725 -1.48209 -0.81688  -2.179
C 5.43942 -2.54912 0.03022  1.479
C 5.87133 -3.90088 -0.47672  -1.927
O 4.01113 -2.44556 -0.21839  -0.918
B 3.53727 -1.73200 0.82572  1.327
O 4.35256 -1.52571 1.88295  -1.003
C 5.54021 -2.29955 1.58431  1.865
C 5.45751 -3.58967 2.39986  -2.014
C 6.72737 -1.51330 2.08595  -1.857
H 5.88397 -0.45189 -0.51915  0.360
H 5.83038 -1.61163 -1.86732  0.473
H 7.21737 -1.61172 -0.76623  0.441
H 5.59860 -4.00064 -1.53460  0.497
H 6.96233 -3.99360 -0.40195  0.348
H 5.40823 -4.72677 0.07141  0.349
H 6.36284 -4.19199 2.25279  0.343
H 5.40615 -3.33404 3.46588  0.475
H 4.57848 -4.19920 2.15192  0.330
H 6.82491 -0.53302 1.60980  0.311
H 6.62787 -1.35732 3.16794  0.456
H 7.65077 -2.08115 1.91863  0.349

Summary:
- LUMO energy: 1.937 eV
- Total charge: -1
- HOMO: -1.59 eV
- Energy: -36134.34589 eV

---

Record 3
Computed, not measured: C25H40BBeBrCl3F4I2LiN6O5 as an isolated structure in a non-equilibrium geometry, with ωB97M-V/def2-TZVPD.

Each line ends with the Mulliken charge.
CARTESIAN COORDINATES (ANGSTROEM)
C -0.07831 4.20458 3.35209  -1.034
C -1.28322 3.15811 3.06272  -0.189
C -0.64494 1.68848 3.27941  -1.000
N 0.21701 1.25176 2.15656  0.646
C -0.44202 0.54514 1.06908  -0.269
Cl -2.32023 0.69059 1.01662  -0.469
N -0.14909 1.40200 -0.15380  0.803
C 0.71129 2.59566 0.01498  0.272
C 0.94133 3.39027 -1.38086  -0.760
C 2.15021 2.82044 -2.23636  -0.018
Cl 2.40232 4.02341 -3.62304  -0.165
C 0.17618 0.42429 -1.17612  -1.473
N -0.13822 0.31293 -2.43690  1.466
N 0.24942 -0.73781 -3.26108  -0.835
C -0.97933 1.36094 -3.07691  -0.275
C -2.18888 0.74775 -3.93445  -0.840
O -3.31678 1.63293 -3.98710  -0.441
C -3.10305 2.71651 -4.91160  -0.713
C -2.95405 4.06064 -4.03237  1.016
F -3.90190 5.00987 -4.44191  -0.264
F -1.64230 4.50508 -4.14170  -0.235
F -3.23471 3.73544 -2.70412  -0.248
N 0.95985 -0.59063 -0.44736  -0.190
C -0.02470 -0.95737 0.64240  1.010
B -1.33201 -1.85101 0.16354  0.402
N -2.24189 -2.55069 1.15573  -0.992
O -1.66976 -2.09532 -1.21004  -0.467
C 0.70587 -1.97374 1.62311  -1.790
I 0.20854 -1.75082 3.75124  0.489
C 2.27853 -2.19596 1.35625  -0.205
C 2.64565 -3.54563 2.19407  -0.931
I 3.56485 -0.64614 2.13860  0.182
H -0.29777 4.88051 4.22971  0.318
H 0.11459 4.88564 2.45443  0.266
H 0.90627 3.68963 3.56582  0.295
H -1.63647 3.31082 1.99958  0.143
H -2.06253 3.37877 3.84751  0.452
H -1.41176 0.92746 3.63395  0.211
H 0.05373 1.82830 4.17478  0.500
H 1.06552 0.79829 2.50748  0.224
H 0.24275 3.39216 0.67948  -0.191
H 1.77599 2.36434 0.37066  0.116
H 1.26582 4.43430 -1.04489  0.596
H -0.01801 3.55028 -1.95551  0.095
H 3.13960 2.73101 -1.64143  0.213
H 1.88827 1.84358 -2.74325  0.239
H -0.54264 -1.37836 -3.39863  0.222
H 1.07514 -1.21620 -2.89093  0.332
H -0.34258 2.02218 -3.75690  0.382
H -1.44229 2.00289 -2.27098  0.255
H -2.57478 -0.22271 -3.47305  0.276
H -1.85500 0.49093 -4.98484  0.400
H -3.95672 2.81290 -5.65053  0.351
H -2.13037 2.55535 -5.48744  0.330
H 1.74442 0.01065 -0.12524  0.286
H -3.19687 -2.57169 0.73284  0.205
H -2.26393 -2.04787 2.05394  0.313
H -0.89411 -2.49672 -1.65849  0.165
H 0.28801 -3.01421 1.38364  0.702
H 2.48878 -2.49741 0.27702  0.492
H 3.23479 -3.28639 3.13433  0.350
H 1.72276 -4.09960 2.54420  0.322
H 3.24561 -4.24642 1.53227  0.284
C -0.19938 0.01405 9.18448  -0.387
C -0.47386 -1.22223 8.37993  -0.360
O 0.15998 -0.93803 7.13571  -0.098
C 1.12593 -0.01182 7.37957  0.555
O 1.95126 0.32131 6.58200  -0.490
O 1.03034 0.48195 8.63869  -0.327
H -0.09785 -0.19436 10.24935  0.313
H -0.96340 0.78386 9.04471  0.259
H -0.01619 -2.11544 8.81346  0.285
H -1.54013 -1.40294 8.24187  0.312
F 0.28158 -3.54230 -3.10360  -0.098
C 0.82459 -4.12758 -4.20636  0.569
C 1.98619 -3.60534 -4.74895  -0.257
C 2.54318 -4.20609 -5.87206  -0.569
C 1.92569 -5.31417 -6.44372  -0.544
C 0.75605 -5.82579 -5.89117  -0.484
C 0.20429 -5.23244 -4.76175  -0.530
H 2.44919 -2.73630 -4.29463  0.299
H 3.45641 -3.81110 -6.30126  0.385
H 2.35834 -5.77947 -7.32204  0.389
H 0.27412 -6.68643 -6.33986  0.385
H -0.70135 -5.62281 -4.31265  0.385
Br 1.74744 -3.33270 5.72026  -0.312
Cl -5.14382 6.54397 -3.60666  -0.071
Li -3.91715 -1.12923 1.31062  0.914
Be 4.78667 2.47735 -1.33611  -0.154

Summary:
- LUMO energy: -9.871 eV
- Total charge: +2
- HOMO: -10.92 eV
- Energy: -181689.22892 eV

---

Among the records above, which one has the highest HOMO? C25H40BBaO4

---

Among the records above, which one has the lowest energy? C25H40BBeBrCl3F4I2LiN6O5